# 1
Computed, not measured: a molecular structure, C34H39BiBrN2O7Sb2, with wB97M-V/def2-TZVPD.

XYZ file:
```
86
Properties=species:S:1:pos:R:3:forces:R:3:mulliken_charge:R:1
Bi -0.044069 -0.479450 -0.619205 -1.4 0.2 0.1 1.92
O -1.821376 2.649784 -0.220201 -0.2 0.3 0.0 -0.66
C -0.785447 2.314984 0.309020 0.1 0.6 -0.1 -0.85
O 0.146319 1.632632 -0.328138 0.3 -0.1 -0.3 -0.31
C -0.497712 2.565364 1.781145 0.2 0.0 -0.3 0.57
C 0.959117 2.281310 2.196778 0.0 0.7 0.0 0.09
C 1.155508 2.759806 3.645415 0.1 0.0 -0.2 -0.96
C 0.431876 1.646353 4.423936 0.0 -0.2 -0.1 -1.02
C -0.045933 0.750369 3.270166 -0.5 -0.1 0.6 -0.13
O 0.999536 0.860779 2.306059 0.2 -0.1 0.0 -0.45
C -1.241683 1.454128 2.586938 -0.2 -0.4 0.0 0.04
C -2.006735 0.530865 1.639919 -0.3 0.0 0.4 -0.34
O -3.180847 0.645415 1.411646 -0.4 0.1 0.1 -0.67
O -1.260178 -0.427399 1.111153 -0.1 0.0 -0.2 -0.16
H -0.829432 3.566790 2.053559 -0.1 -0.1 -0.1 0.69
H 1.703854 2.629720 1.487128 0.0 0.0 0.0 0.08
H 2.214752 2.792841 3.893164 0.0 0.0 0.0 0.33
H 0.728992 3.746116 3.812749 0.0 0.1 0.0 0.40
H 1.117198 1.102770 5.071740 0.0 0.0 0.0 0.36
H -0.396363 2.019926 5.020371 0.0 -0.1 0.1 0.41
H -0.216197 -0.296342 3.526075 0.0 0.1 -0.1 0.74
H -1.952694 1.874891 3.296660 0.0 0.0 -0.1 0.71
C 0.546211 -4.358629 2.618955 -0.3 0.6 -0.1 -1.17
Sb 0.837697 -2.549604 1.418417 1.5 -1.8 0.4 0.15
C 1.156960 -3.645047 -0.446673 0.0 0.3 0.3 -1.53
C 2.962081 -2.285191 2.026981 -0.7 0.2 0.0 -1.37
C 3.928199 -2.754048 1.006013 0.3 -0.2 -0.1 0.78
C 4.094318 -4.126402 0.832507 0.1 0.1 0.0 -0.35
C 4.963549 -4.638304 -0.109303 0.0 -0.1 0.0 -0.77
C 5.676394 -3.774639 -0.923172 0.0 0.0 0.0 -0.78
C 5.532084 -2.411546 -0.753801 0.0 0.0 0.0 -0.80
C 4.689949 -1.880159 0.218459 -0.1 -0.4 -0.1 0.76
C 4.634177 -0.407788 0.382224 -0.8 0.3 0.1 -1.44
Sb 2.731360 0.363081 -0.420758 2.8 0.5 -0.8 0.63
C 3.228740 -0.115015 -2.488882 -0.2 0.0 0.4 -1.44
C 3.347706 2.429283 -0.649288 -0.4 -0.3 0.3 -1.43
H 1.400695 -5.015377 2.505606 0.2 0.1 -0.2 0.35
H -0.354604 -4.876590 2.309602 -0.1 0.0 -0.1 0.40
H 0.448543 -4.071765 3.660663 0.0 0.0 0.1 0.41
H 1.410439 -4.678528 -0.237652 0.1 -0.1 0.0 0.49
H 1.965758 -3.189430 -1.017216 0.1 0.0 -0.1 0.38
H 0.234513 -3.612109 -1.025532 -0.1 -0.1 -0.1 0.52
H 3.054978 -2.866976 2.941100 0.0 0.0 0.1 0.76
H 3.067233 -1.230556 2.270935 0.0 0.0 0.1 0.24
H 3.530209 -4.797856 1.463024 0.0 -0.1 0.1 0.40
H 5.089354 -5.704060 -0.206376 0.0 -0.2 0.0 0.45
H 6.358371 -4.156771 -1.665999 0.1 -0.1 -0.1 0.43
H 6.098838 -1.732028 -1.370501 0.2 0.1 -0.1 0.42
H 5.428727 0.075796 -0.176576 0.0 0.2 -0.1 0.71
H 4.702640 -0.102318 1.422686 0.0 0.1 0.1 0.63
H 4.159553 0.374271 -2.765970 0.0 0.1 0.1 0.48
H 2.440076 0.238548 -3.149316 -0.1 0.0 -0.1 0.47
H 3.359292 -1.186121 -2.620918 -0.1 -0.1 0.0 0.39
H 4.270527 2.451557 -1.221651 0.0 -0.2 -0.1 0.55
H 3.523675 2.887933 0.318218 0.0 0.0 0.1 0.44
H 2.569843 2.971824 -1.176443 -0.1 0.0 0.0 0.42
C 0.157939 -2.102418 -4.059820 0.2 -0.2 -0.2 -1.10
O -0.578424 -1.196605 -3.255111 -0.5 0.3 0.3 0.55
C -1.816661 -0.788387 -3.727180 -0.1 0.2 0.1 0.39
C -2.310874 -1.180906 -4.958982 0.0 0.1 0.0 -0.71
C -3.533782 -0.691122 -5.397307 -0.1 -0.1 -0.1 -0.56
Br -4.161729 -1.219373 -7.109895 0.1 0.1 0.3 -0.19
C -4.282518 0.158973 -4.617404 0.2 -0.1 -0.1 -1.19
C -3.801509 0.549230 -3.365579 0.6 -0.5 -0.1 1.11
C -2.564350 0.080958 -2.918921 -0.4 0.0 -0.4 0.40
O -2.069348 0.466658 -1.686420 0.1 -0.1 -0.2 -1.16
C -4.621375 1.481636 -2.610412 -0.5 0.5 0.2 0.12
N -5.401821 2.328352 -3.232277 0.4 -0.3 -0.5 -0.76
C -6.078946 3.002799 -2.262075 0.0 -0.1 1.0 0.37
C -7.049853 3.997017 -2.373232 0.1 -0.1 0.0 -0.81
C -7.616574 4.460886 -1.209390 -0.1 0.1 -0.1 -0.48
C -7.225072 3.971553 0.044207 0.0 -0.1 0.1 -0.50
C -6.255708 2.997990 0.180814 0.0 0.0 0.1 -0.78
C -5.684520 2.517389 -0.989731 -0.5 0.6 -0.5 0.72
N -4.736496 1.559821 -1.241013 0.1 -0.1 -0.1 0.15
H 0.415226 -1.656181 -5.022563 0.0 0.0 0.0 0.43
H -0.397657 -3.029313 -4.218846 0.0 0.0 0.0 0.43
H 1.072308 -2.325976 -3.513108 0.0 0.0 0.0 0.19
H -1.756817 -1.842420 -5.600295 0.1 -0.1 -0.1 0.57
H -5.238163 0.533805 -4.944139 0.0 0.1 0.0 0.62
H -2.319944 1.391581 -1.415306 0.3 -0.2 0.0 0.07
H -7.343472 4.368442 -3.341860 0.0 0.0 -0.1 0.46
H -8.391340 5.212794 -1.260960 0.0 0.1 0.0 0.39
H -7.706356 4.364673 0.927299 0.0 0.0 0.1 0.39
H -5.957664 2.619905 1.148049 0.0 0.0 0.1 0.45
H -4.313670 0.984956 -0.524992 0.1 -0.1 -0.1 0.08
```
Forces are in eV/Å.

Its total energy is -5224.0882 a.u. The HOMO energy comes out at -9.8908 eV. The net charge is +1. The calculation puts the frontier orbital gap at 0.2274 Eh.


# 2
Computed, not measured: a single C7H10 molecule, with wB97M-V/def2-TZVPD.

XYZ file:
```
17
Properties=species:S:1:pos:R:3:forces:R:3:nbo_charge:R:1
C 1.670644 0.746715 0.677156 -1.6 0.3 0.0 -0.42
C 1.371688 -0.864639 0.362987 4.3 2.1 0.5 -0.25
C 0.546562 -0.943819 -0.885141 -0.1 -0.2 -0.3 -0.40
C -0.494172 -0.099098 -0.121514 -0.2 0.0 0.0 -0.05
C -1.960419 -0.359461 -0.064017 -0.2 -0.2 0.1 -0.41
C -1.437435 0.932431 -0.647140 0.0 0.2 -0.1 -0.42
C 0.432848 0.024540 1.078715 -0.4 0.6 0.5 -0.23
H 1.625639 1.491938 -0.114518 -0.1 -0.3 0.0 0.21
H 2.337345 1.016407 1.510455 -0.1 -0.6 -0.6 0.21
H 2.477446 -0.908207 0.594090 -1.4 -2.1 -0.1 0.27
H 0.221140 -1.971015 -1.071232 -0.2 0.1 -0.1 0.21
H 0.973974 -0.525536 -1.800677 -0.1 0.0 0.1 0.20
H -2.376549 -1.097311 -0.746930 0.1 0.1 0.1 0.21
H -2.449744 -0.321987 0.906990 0.1 0.0 -0.2 0.21
H -1.501234 1.066856 -1.724733 0.0 0.0 0.2 0.21
H -1.570280 1.845389 -0.070301 0.0 -0.2 -0.1 0.22
H 0.132545 -0.033204 2.115812 -0.2 0.0 0.0 0.21
```
Forces are in eV/Å.

Its structure (SMILES) is C1[C@@H]2CC3(CC3)[C@H]12. Its total energy is -272.5796 a.u. The HOMO energy comes out at -8.6487 eV. The calculation puts the frontier orbital gap at 0.3610 Eh. For the relative energy (zero: lowest compared OMol25 entry of this formula, charge and spin), the calculation gives 86.85 kcal/mol.


# 3
Computed, not measured: a single C4H6N2O molecule, with wB97M-V/def2-TZVPD.

XYZ file:
```
13
Properties=species:S:1:pos:R:3:forces:R:3:nbo_charge:R:1
C -2.321831 -0.082460 0.044843 -0.1 0.0 0.0 -0.64
C -0.872885 0.023799 -0.333346 0.1 0.1 0.2 -0.04
C 0.175143 0.303961 0.408254 0.1 0.0 -0.2 -0.01
C 1.462116 0.558412 0.559482 -0.3 0.1 0.1 -0.01
N 2.442794 -0.332985 0.967669 0.0 -0.1 -0.2 -0.79
N -0.657702 -0.212394 -1.779303 0.6 0.1 -0.1 0.13
O 0.482041 -0.136799 -2.156855 -0.6 -0.1 0.1 -0.29
H -2.841514 -0.716081 -0.680909 0.1 0.1 0.1 0.23
H -2.447658 -0.506183 1.043937 0.1 0.1 -0.1 0.23
H -2.807099 0.900293 0.029323 0.1 -0.1 0.0 0.22
H 1.793407 1.592778 0.472410 -0.1 -0.1 0.0 0.22
H 3.368376 -0.089424 0.644468 -0.1 0.0 0.1 0.38
H 2.224815 -1.302911 0.780022 0.0 0.1 0.1 0.38
```
Forces are in eV/Å.

Its structure (SMILES) is CC(=C=CN)N=O. Its total energy is -340.6251 a.u. The HOMO energy comes out at -8.4881 eV. The calculation puts the frontier orbital gap at 0.3001 Eh. For the relative energy (zero: lowest compared OMol25 entry of this formula, charge and spin), the calculation gives 106.58 kcal/mol.